# 1
A cluster of 2 separate species, C6H12O in total at a distorted geometry. Source: the Open Molecules 2025 dataset; level of theory: ωB97M-V/def2-TZVPD.

The net charge is -1. The HOMO-LUMO gap (spin up / spin down) is 0.1184 / 0.2164 Ha. The calculation puts the energy above the lowest of the compared OMol25 structures with the same formula, charge and spin at 136.9 kJ/mol. Its expectation value of S² is 0.766. As for the spin multiplicity: 2.

Geometry as XYZ:
```
19
Properties=species:S:1:pos:R:3:lowdin_spin:R:1
C 1.41160 1.00514 1.30387 0.03
C 0.36581 0.71812 0.24407 0.16
C 0.50377 1.14640 -1.05418 0.20
C -3.28209 -0.00179 1.41663 0.05
C -2.17474 0.26906 0.42179 0.28
C -0.85008 0.16715 0.76270 0.12
H 1.23773 0.65104 2.30937 0.00
H 1.45240 2.11065 1.33693 0.01
H 2.31648 0.53196 0.87837 0.02
H 1.28009 1.89895 -1.18197 0.03
H -0.28735 0.95194 -1.78310 0.03
H -3.82724 -0.95803 1.39473 0.01
H -2.67373 0.08637 2.34043 0.00
H -4.03625 0.81595 1.48246 0.01
H -2.42818 0.44926 -0.66028 0.03
H -0.68044 -0.45945 1.64807 0.01
H 4.52267 -2.82445 -3.26573 0.00
H 3.11134 -3.21939 -3.67807 0.00
O 4.03822 -3.33889 -3.91609 0.01
```

# 2
A cluster of 2 separate species, C4H6O in total at a distorted geometry. Source: the Open Molecules 2025 dataset; level of theory: ωB97M-V/def2-TZVPD.

The HOMO-LUMO gap (spin up / spin down) is 0.3043 / 0.3043 Ha. The calculation puts the energy above the lowest of the compared OMol25 structures with the same formula, charge and spin at 359.2 kJ/mol.

Geometry as XYZ:
```
11
Properties=species:S:1:pos:R:3:mulliken_charge:R:1
C -0.24864 -1.12057 0.21986 -0.31
O -1.31311 -0.26701 0.24077 -0.32
C -0.85218 1.08113 -0.01161 -0.33
C 0.65161 0.93154 -0.05706 -0.38
C 0.96498 -0.35653 0.16873 -0.35
H -0.47748 -2.06337 0.66875 0.39
H 0.70977 -2.11263 -0.85284 0.09
H -1.17444 1.74320 0.80990 0.23
H -1.35613 1.43416 -0.92714 0.23
H 1.30669 1.77349 -0.23024 0.38
H 1.78894 -1.04342 -0.02912 0.36
```

# 3
A structure of composition C6H10GaO6 at a distorted geometry. Source: the Open Molecules 2025 dataset; level of theory: ωB97M-V/def2-TZVPD.

The net charge is +3. The HOMO-LUMO gap (spin up / spin down) is 0.2516 / 0.2137 Ha.

Geometry as XYZ:
```
23
Properties=species:S:1:pos:R:3:mulliken_charge:R:1
O 2.36466 2.44514 0.61238 -0.28
C 2.35481 1.49832 -0.11423 0.61
O 1.97420 0.24345 0.16206 -0.11
C 0.90049 0.07335 1.15268 -0.37
C 0.34807 -1.33123 1.12160 -0.79
C -0.40496 -1.78654 -0.13665 -0.65
C -1.19491 -0.73294 -0.88230 -0.60
O -2.17126 -0.15708 -0.00445 -0.19
C -2.94794 0.78199 -0.51578 0.75
O -2.92536 1.17838 -1.65636 -0.01
O -3.74878 1.23759 0.43886 -0.24
H 0.14498 0.83329 0.92708 0.41
H 1.36000 0.28800 2.12312 0.43
H -0.32860 -1.35971 1.98767 0.44
H 1.15371 -2.04642 1.34108 0.39
H -1.07355 -2.61152 0.14435 0.37
H 0.29371 -2.21182 -0.87029 0.28
H -1.71156 -1.18559 -1.73822 0.57
H -0.55100 0.07087 -1.26519 0.30
H -4.29352 1.95247 0.08541 0.41
Ga 3.03270 -0.62274 -1.22789 1.06
O 3.41047 1.31438 -0.94127 -0.25
H 4.01365 2.12835 -0.74366 0.48
```

# 4
A cluster of 2 separate species, CH3I2NS2 in total at a distorted geometry. Source: the Open Molecules 2025 dataset; level of theory: ωB97M-V/def2-TZVPD.

The HOMO-LUMO gap (spin up / spin down) is 0.1924 / 0.1927 Ha. The calculation puts the energy above the lowest of the compared OMol25 structures with the same formula, charge and spin at 218.0 kJ/mol.

Geometry as XYZ:
```
9
Properties=species:S:1:pos:R:3:mulliken_charge:R:1
C -0.02728 -1.34579 0.07827 -0.71
N -0.82990 -0.15978 0.29987 -0.04
S 1.19996 1.09600 2.16032 -0.36
S -1.44407 0.84632 -0.63353 0.08
I 1.05852 3.04714 0.87083 0.08
I -0.35030 1.21485 -2.74433 0.03
H 0.26328 -1.81757 1.03601 0.24
H -0.59180 -1.98952 -0.53517 0.34
H 0.72159 -0.89165 -0.53228 0.35
```

# 5
The ion C4H12N2 with charge +1 at a distorted geometry. Source: the Open Molecules 2025 dataset; level of theory: ωB97M-V/def2-TZVPD.

The net charge is +1. The HOMO-LUMO gap (spin up / spin down) is 0.4327 / 0.1958 Ha. The calculation puts the energy above the lowest of the compared OMol25 structures with the same formula, charge and spin at 262.5 kJ/mol. Its expectation value of S² is 0.757. As for the spin multiplicity: 2.

Geometry as XYZ:
```
18
Properties=species:S:1:pos:R:3:lowdin_spin:R:1
C 2.22197 -0.48488 1.29022 0.03
N 0.94829 0.18229 0.93117 0.25
C 0.99331 0.37692 -0.61970 0.01
C -0.38114 -0.02854 -1.17513 0.05
N -1.33150 0.66061 -0.28051 0.49
C -2.63268 -0.00210 -0.26448 0.04
H 3.20948 -0.01511 1.01596 0.01
H 2.30537 -1.45976 1.01787 0.01
H 2.48706 -0.62255 2.38076 0.00
H 0.46468 0.75232 1.57212 0.00
H 1.06915 1.41463 -1.11681 0.01
H 1.81603 -0.39718 -1.00508 0.00
H -0.64866 0.42467 -2.21992 0.02
H -0.60048 -1.10910 -1.28046 0.03
H -1.11377 0.74965 0.66140 0.01
H -3.27691 0.80832 -0.20488 0.01
H -2.93115 -0.49253 -1.23332 0.00
H -2.59904 -0.75766 0.53079 0.02
```

# 6
A structure of composition C17H18CrN3O4 at a distorted geometry. Source: the Open Molecules 2025 dataset; level of theory: ωB97M-V/def2-TZVPD.

The net charge is -2. The HOMO-LUMO gap (spin up / spin down) is 0.1168 / 0.2343 Ha. Its expectation value of S² is 8.945. As for the spin multiplicity: 6.

Geometry as XYZ:
```
43
Properties=species:S:1:pos:R:3:lowdin_spin:R:1
Cr -0.67075 0.55502 -0.38067 3.27
C 1.09524 2.58538 -2.26769 0.00
O 1.00007 1.93965 -1.07463 0.00
H 2.14167 2.40346 -2.51260 0.00
H 0.58023 2.06774 -3.07696 0.00
H 0.90350 3.65820 -2.24830 0.00
C -3.22549 0.28573 -0.50919 0.00
O -4.37511 0.32339 -0.74460 -0.05
O -2.62524 1.22055 -1.00076 -0.13
O -2.56114 -0.52745 0.00849 -0.06
N 0.83068 -0.63629 0.73202 0.02
C 1.15064 -1.91980 0.48049 0.01
C 1.95959 -2.80594 1.23316 0.00
C 2.68608 -2.16450 2.21748 0.01
C 2.56457 -0.79299 2.44065 0.00
C 1.69809 -0.07545 1.61840 0.01
H 0.64128 -2.43897 -0.31790 0.00
H 2.01244 -3.81316 0.84703 0.00
H 3.47943 -2.70913 2.70777 0.00
H 3.22067 -0.29109 3.13637 0.00
H 1.64725 1.00200 1.67251 0.00
N -0.13975 -1.01053 -2.03169 0.27
C 1.10923 -1.23346 -2.63214 0.13
C 1.48195 -2.34388 -3.29943 0.06
C 0.56234 -3.37648 -3.45538 0.28
C -0.73308 -3.19100 -2.97634 0.09
C -1.06703 -1.99095 -2.31074 0.12
H 1.75507 -0.36988 -2.69144 0.01
H 2.40542 -2.47945 -3.84278 0.00
H 0.77904 -4.17167 -4.15331 0.03
H -1.56511 -3.80350 -3.29089 0.00
H -2.09852 -1.81457 -2.04369 0.01
N -0.98332 1.69844 1.35895 0.24
C -1.54158 1.12458 2.42712 0.13
C -1.94430 1.74189 3.59472 0.08
C -1.88794 3.09431 3.69097 0.27
C -1.38234 3.83257 2.60336 0.05
C -0.86163 3.07542 1.52350 0.14
H -1.67455 0.05373 2.38254 0.01
H -2.37419 1.13891 4.38086 0.00
H -2.34016 3.59524 4.53416 0.02
H -1.20888 4.89714 2.54867 0.00
H -0.44434 3.66678 0.72189 0.01
```

# 7
A cluster of 2 separate species, C4H7NO in total at a distorted geometry. Source: the Open Molecules 2025 dataset; level of theory: ωB97M-V/def2-TZVPD.

The HOMO-LUMO gap is 0.4208 Ha. The calculation puts the energy above the lowest of the compared OMol25 structures with the same formula, charge and spin at 322.3 kJ/mol.

Geometry as XYZ:
```
13
Properties=species:S:1:pos:R:3:mulliken_charge:R:1
C -1.99967 -0.44723 0.82609 -0.59
N -1.71656 0.46903 -0.22390 0.03
C -1.43207 1.23404 -1.06740 -0.23
C 1.49839 -0.33294 -0.97096 -0.25
C 1.78766 0.61246 0.10499 -0.23
O 1.12931 -0.61867 0.37285 -0.38
H -1.05333 -0.87172 1.16755 0.25
H -2.65583 -1.24063 0.45947 0.27
H -2.49582 0.08169 1.64338 0.28
H 0.66988 -0.12220 -1.64457 0.17
H 2.29830 -0.95408 -1.37153 0.23
H 2.80211 0.68811 0.49517 0.24
H 1.16763 1.50214 0.20887 0.21
```

no.,energy (eV)
1,-8461.419
2,-6288.195
3,-71007.085
4,-40444.651
5,-7311.724
6,-58999.108
7,-7796.304